Computed, not measured: a molecular structure, C39H45N6O8OsP2S2Se, with ωB97M-V with the def2-TZVPD basis set.

Properties
spin multiplicity	2
electronic energy	-6415.146164	a.u.
expectation value of S²	0.76
energy relative to the best compared isomer or geometry (same formula, charge and spin)	18.8	kcal per mole
LUMO level (spin up / spin down)	-0.885 / -0.886	eV
HOMO energy (spin up / spin down)	-7.02 / -7.34	eV
orbital gap (spin up / spin down)	0.2255 / 0.2371	Ha

Geometry (Å):
Os -0.653 -1.035 0.616
Se 4.249 -3.428 6.050
N 4.434 -3.053 4.295
C 3.238 -2.809 3.853
C 2.957 -2.457 2.456
C 3.961 -2.389 1.489
C 3.606 -2.110 0.195
C 2.271 -1.848 -0.094
N 1.315 -1.845 0.828
C 1.651 -2.195 2.089
C 0.532 -2.336 3.035
N -0.709 -2.138 2.532
C -1.722 -2.232 3.393
C -1.568 -2.541 4.738
C -0.309 -2.763 5.236
C 0.767 -2.665 4.361
C 2.150 -2.903 4.804
N 2.459 -3.221 6.024
H 4.987 -2.586 1.768
H 4.333 -2.070 -0.604
H 1.969 -1.642 -1.099
H -2.702 -2.062 2.977
H -2.445 -2.593 5.369
H -0.128 -3.005 6.275
C -3.793 -6.594 0.407
C -3.544 -5.450 -0.540
O -3.537 -4.231 0.234
P -2.840 -2.944 -0.406
S -3.100 -1.393 0.781
S -0.841 -3.077 -0.517
O -3.559 -2.892 -1.807
C -2.957 -3.002 -3.116
C -4.000 -2.587 -4.117
H -3.945 -7.523 -0.146
H -4.687 -6.403 1.003
H -2.949 -6.731 1.084
H -4.320 -5.368 -1.301
H -2.580 -5.567 -1.045
H -2.634 -4.033 -3.264
H -2.084 -2.357 -3.157
H -4.891 -3.215 -4.054
H -3.595 -2.669 -5.128
H -4.293 -1.552 -3.939
O -2.311 -0.260 -1.881
C -1.197 0.141 -2.095
N -0.827 0.935 -3.141
C 0.604 1.066 -3.221
C 1.005 0.400 -1.885
O 2.179 0.422 -1.543
N -0.079 -0.134 -1.257
C 1.144 0.261 -4.404
C 1.310 0.864 -5.646
C 1.672 0.112 -6.757
C 1.875 -1.255 -6.638
C 1.710 -1.866 -5.400
C 1.345 -1.113 -4.294
C 1.077 2.518 -3.192
C 2.423 2.827 -3.377
C 2.861 4.138 -3.279
C 1.961 5.159 -2.990
C 0.624 4.856 -2.792
C 0.185 3.539 -2.889
H -1.456 1.070 -3.914
H 1.164 1.934 -5.744
H 1.796 0.600 -7.717
H 2.165 -1.841 -7.501
H 1.866 -2.933 -5.294
H 1.208 -1.607 -3.336
H 3.133 2.036 -3.583
H 3.910 4.368 -3.423
H 2.305 6.183 -2.914
H -0.087 5.639 -2.555
H -0.855 3.300 -2.709
C 2.029 3.040 3.165
C 1.911 2.932 1.653
C 2.184 4.261 0.980
C 2.825 1.853 1.105
O 0.521 2.642 1.291
P -0.417 1.527 1.889
O -1.429 1.104 0.847
O 0.341 0.314 2.367
O -1.088 2.173 3.173
C -2.112 3.224 3.151
C -2.074 3.814 4.545
C -3.444 2.544 2.877
C -1.814 4.288 2.107
H 3.047 3.337 3.424
H 1.811 2.086 3.652
H 1.341 3.793 3.557
H 3.221 4.560 1.150
H 1.529 5.041 1.375
H 2.018 4.179 -0.097
H 3.834 1.999 1.502
H 2.872 1.883 0.017
H 2.476 0.865 1.408
H -2.194 3.027 5.292
H -2.883 4.538 4.665
H -1.123 4.319 4.726
H -3.612 1.748 3.605
H -3.458 2.104 1.879
H -4.259 3.268 2.957
H -0.853 4.769 2.295
H -2.600 5.045 2.157
H -1.799 3.880 1.096

Forces on the atoms, in the same order (eV/Å):
Os 1.415 -1.898 0.305
Se -0.154 0.050 -0.188
N -0.083 -0.103 0.604
C -0.235 0.109 -0.430
C 0.253 -0.164 0.356
C 0.063 -0.044 0.010
C -0.032 -0.033 -0.041
C -0.118 -0.244 -0.064
N 0.569 0.754 0.217
C -0.632 0.015 0.093
C 0.178 0.087 -0.539
N -0.074 0.690 0.759
C 0.061 -0.137 -0.235
C -0.027 -0.057 0.067
C -0.027 -0.010 0.072
C 0.379 -0.154 0.220
C -0.430 0.127 -0.386
N 0.577 -0.048 0.018
H -0.023 0.021 0.039
H -0.017 0.016 0.018
H -0.085 0.031 -0.119
H -0.009 0.039 0.036
H 0.026 0.003 -0.020
H -0.020 0.011 -0.017
C -0.058 -0.134 0.084
C 0.039 0.071 0.038
O 0.145 -0.012 0.072
P -0.164 0.088 0.165
S -0.565 0.568 -0.403
S -0.025 -0.566 -0.710
O -0.057 -0.118 -0.218
C 0.018 0.078 0.146
C -0.091 0.094 -0.170
H 0.035 0.046 -0.016
H 0.016 0.004 -0.029
H -0.030 0.039 -0.011
H -0.061 -0.003 -0.002
H 0.016 0.001 0.010
H -0.034 -0.066 0.005
H 0.055 0.082 0.033
H 0.063 -0.007 0.039
H 0.002 0.009 0.042
H 0.035 -0.036 0.007
O -0.638 -0.144 -0.433
C 0.535 -0.050 0.693
N 0.010 0.037 -0.055
C -0.011 0.116 -0.114
C 0.192 0.200 0.579
O -0.142 -0.242 0.139
N -0.879 0.463 -0.927
C -0.105 0.007 0.008
C 0.037 0.006 -0.057
C -0.006 0.000 0.044
C 0.008 0.000 0.044
C -0.002 0.041 0.005
C 0.021 0.016 -0.006
C -0.080 -0.105 0.109
C 0.055 -0.014 0.000
C -0.064 0.035 0.016
C 0.021 -0.020 -0.016
C -0.027 -0.107 -0.022
C 0.017 0.095 0.009
H 0.043 -0.081 -0.039
H -0.008 -0.034 -0.002
H 0.004 -0.019 0.026
H -0.018 0.017 0.019
H 0.001 0.022 -0.017
H -0.016 0.016 -0.048
H -0.045 0.002 -0.004
H -0.012 -0.020 0.002
H 0.002 -0.017 0.000
H 0.028 -0.010 -0.003
H 0.019 0.013 0.005
C 0.013 0.031 0.156
C -0.282 -0.006 0.134
C 0.103 0.145 -0.049
C 0.151 -0.141 0.005
O 0.223 0.093 -0.403
P 0.067 -0.499 0.225
O -0.011 0.479 0.062
O 0.216 0.238 0.029
O -0.192 0.438 0.039
C 0.069 -0.388 -0.124
C 0.014 0.049 0.161
C -0.128 -0.025 -0.012
C -0.009 0.090 -0.070
H -0.016 -0.004 0.014
H 0.014 0.056 -0.079
H 0.010 -0.029 -0.031
H -0.031 -0.011 -0.007
H 0.007 -0.033 0.001
H -0.002 -0.014 0.045
H -0.031 0.039 -0.020
H -0.060 0.006 0.047
H 0.012 0.066 0.012
H -0.016 0.022 -0.034
H 0.033 -0.002 0.009
H -0.027 -0.028 -0.015
H 0.003 0.046 -0.005
H 0.037 0.025 0.031
H 0.019 -0.017 -0.001
H -0.025 -0.012 0.016
H 0.030 0.010 0.004
H -0.029 -0.046 0.052

Atom charges from the Mulliken analysis, given in e for atoms 1 to 8: 2.6349 0.2024 -0.8842 0.9434 0.7084 -0.9724 -0.9339 0.0071